No. 1
24
Properties=species:S:1:pos:R:3:lowdin_charge:R:1 method="wB97M-V/def2-TZVPD" smiles=CC(C)O.CC(C)O orbital_gap_ev=11.042 e_homo_ev=-10.17 spin_multiplicity=1
C 0.78561 -0.32253 -1.85038 -0.0560
C 1.82111 -1.13991 -1.06093 -0.4864
C 2.86229 -1.77235 -1.97937 -0.0662
O 2.47440 -0.25228 -0.14785 -0.0612
H 1.35267 0.38944 -2.45338 0.0821
H 0.00047 0.09028 -1.22452 0.0573
H 0.26578 -0.98075 -2.55909 0.0814
H 1.28832 -1.91411 -0.50923 0.1344
H 3.41381 -1.02573 -2.55593 0.0791
H 2.37982 -2.38326 -2.75336 0.0794
H 3.54539 -2.40312 -1.41724 0.0768
H 2.75438 0.51019 -0.66238 0.0809
C -2.74702 1.10931 0.53788 -0.0701
C -2.00167 0.51303 1.71510 -0.4759
C -0.69893 1.27297 2.02828 -0.0504
O -2.92861 0.57555 2.82812 -0.0682
H -2.20314 1.10644 -0.40629 0.0650
H -2.99824 2.15328 0.76916 0.0874
H -3.75150 0.71374 0.37090 0.0779
H -1.76839 -0.54483 1.56182 0.1288
H -0.87561 2.10072 2.71629 0.0792
H -0.33794 1.70952 1.09738 0.0681
H 0.00792 0.60066 2.50986 0.0732
H -2.64095 -0.10625 3.44512 0.0832

No. 2
72
Properties=species:S:1:pos:R:3:mulliken_spin:R:1 method="wB97M-V/def2-TZVPD" orbital_gap_ev="8.122 / 8.133" s2=6.004 e_homo_ev="-8.25 / -8.25" spin_multiplicity=5
Ho -14.62343 -8.40965 14.18007 4.0434
N -14.12264 -9.76358 16.12235 -0.0048
C -15.14000 -10.83496 16.35267 0.0003
C -16.55693 -10.53828 15.78759 -0.0016
O -17.52012 -11.09626 16.31981 -0.0001
N -16.51002 -9.69405 14.81011 -0.0118
C -17.66281 -9.44344 13.93308 -0.0010
C -16.89638 -8.44474 13.15507 -0.0076
O -16.78877 -7.26184 13.50808 0.0002
O -15.85705 -9.01187 12.54409 -0.0012
H -13.18740 -10.08917 16.26008 0.0003
H -14.25434 -9.05478 16.84073 0.0003
H -15.23211 -11.00286 17.43972 -0.0001
H -14.77490 -11.72658 15.86950 0.0000
H -18.54837 -9.07486 14.45334 -0.0003
H -17.91378 -10.30504 13.33606 0.0000
C -16.69525 -7.57827 7.02525 0.0000
C -15.82621 -8.16327 8.16120 0.0000
Ge -13.98526 -7.48359 8.41706 0.0002
C -14.07045 -5.72061 9.30961 0.0000
C -15.37151 -4.93484 9.07704 0.0000
C -12.74584 -7.78006 6.92654 -0.0001
C -11.84928 -8.65176 7.31178 0.0008
Ge -12.30682 -9.10050 9.28157 0.0003
C -10.96109 -9.04002 10.70969 0.0002
C -11.38556 -9.77139 11.97322 -0.0028
C -13.08619 -10.99538 9.28614 -0.0001
C -12.31401 -12.30433 9.25035 0.0000
C -10.90113 -9.35912 6.42927 -0.0010
C -10.79784 -9.18800 5.05205 -0.0002
C -9.96231 -10.04816 4.33024 -0.0001
C -9.31459 -11.11998 4.96977 0.0003
C -9.42581 -11.23586 6.32441 -0.0004
C -10.24938 -10.43211 7.03692 0.0007
H -17.57687 -8.21655 6.86370 0.0000
H -16.10871 -7.56697 6.12141 0.0000
H -17.07301 -6.57772 7.26024 0.0000
H -15.77176 -9.25001 7.97724 0.0000
H -16.37236 -7.91130 9.07333 0.0000
H -13.19570 -5.14055 8.99127 0.0000
H -13.90811 -5.98410 10.37881 0.0000
H -15.52492 -4.70359 8.01115 0.0000
H -15.32789 -3.96118 9.63760 0.0000
H -16.22753 -5.46426 9.50943 0.0000
H -12.77453 -7.50627 5.89407 0.0000
H -10.66387 -7.99914 10.89074 0.0001
H -10.06556 -9.46014 10.32462 0.0000
H -12.31305 -9.37543 12.36600 0.0020
H -10.64537 -9.69830 12.75550 0.0000
H -11.52178 -10.82006 11.69887 0.0002
H -13.71970 -10.88828 8.38913 0.0000
H -13.82521 -11.03122 10.09230 0.0000
H -11.82324 -12.36601 8.33855 0.0000
H -12.95039 -13.16927 9.36459 0.0000
H -11.50335 -12.37799 10.00193 0.0000
H -11.25035 -8.31365 4.56498 0.0000
H -9.90815 -9.93024 3.25920 0.0000
H -8.73507 -11.80039 4.37112 0.0000
H -8.95405 -12.12045 6.79568 0.0000
H -10.49574 -10.64581 8.08758 0.0001
N -15.04278 -6.12364 15.44041 -0.0055
C -14.28434 -5.00178 14.78263 -0.0004
C -12.76143 -5.24469 14.82223 -0.0009
C -12.67828 -6.67156 14.33308 -0.0059
O -12.46504 -7.60235 15.19952 -0.0012
O -13.06467 -6.96355 13.17645 -0.0025
H -16.00192 -5.91869 15.21078 0.0002
H -14.92661 -6.04662 16.46148 0.0003
H -14.56421 -4.10782 15.31038 -0.0001
H -14.60083 -4.88267 13.73665 0.0001
H -12.41763 -5.24441 15.89473 0.0001
H -12.25643 -4.48988 14.21508 -0.0001

No. 3
13
Properties=species:S:1:pos:R:3:mulliken_spin:R:1 method="wB97M-V/def2-TZVPD" orbital_gap_ev="6.141 / 7.189" s2=2.027 e_homo_ev="-5.24 / -8.90" spin_multiplicity=3
C -0.64254 -0.41068 -1.08081 0.2600
C -0.14822 -1.57024 -1.61174 0.7088
C -1.69627 0.52506 -0.59780 0.2601
C 0.25722 -1.61887 -0.35154 0.0292
C -0.44267 0.79054 -0.39447 -0.0034
C 0.57088 -1.79586 0.92730 0.7241
C 0.62202 1.54920 0.04723 0.0091
H -2.74173 0.86642 -0.31455 0.0024
H -0.05911 -1.91359 1.87412 0.0045
H 1.59373 -1.80776 1.06799 0.0072
H 0.76117 2.29415 -0.75116 -0.0045
H 1.46394 0.85976 0.20554 0.0073
H 0.46160 2.23188 0.97988 -0.0048

No. 4
49
Properties=species:S:1:pos:R:3:lowdin_charge:R:1 method="wB97M-V/def2-TZVPD" charge=+4 orbital_gap_ev=4.895 e_homo_ev=-20.41 spin_multiplicity=1
Zr -1.38032 1.50051 -0.98201 2.0118
N -0.52335 3.49578 -0.34012 -0.0823
C -1.53967 4.37934 0.30932 -0.1695
C -2.90752 4.08548 -0.28995 -0.1692
N -3.15500 2.59909 -0.21570 -0.0947
H 0.25453 3.33045 0.30899 0.1140
H -0.10541 3.97438 -1.15313 0.1465
H -1.30509 5.44607 0.16864 0.1633
H -1.57902 4.17704 1.39971 0.1564
H -2.94364 4.41928 -1.34582 0.1493
H -3.67068 4.62159 0.29773 0.1635
H -4.04952 2.37544 -0.68897 0.1504
H -3.26734 2.31177 0.77479 0.1416
N 2.40451 -1.57974 -1.00054 0.2586
C 3.31605 -0.58084 -0.56884 -0.1344
C 4.70069 -0.55303 -0.57108 0.0558
C 5.33203 0.57775 -0.01764 0.0096
C 4.58993 1.60116 0.56037 -0.0077
C 3.18877 1.53733 0.61103 0.0028
C 2.55835 0.43783 0.05482 -0.1143
N 1.19949 0.02424 -0.08695 0.0357
C 1.16821 -1.20451 -0.64284 -0.1209
C -0.95247 -0.74146 0.31279 -0.4859
C -1.78663 -3.46547 0.25115 -0.3731
S -3.37802 -2.74605 -0.05353 1.2663
C -3.30014 -1.04787 -0.08859 -0.3667
N -2.29391 -0.16898 0.05712 -0.1367
H 2.67319 -2.46188 -1.46226 0.2195
H 5.22293 -1.39996 -1.02195 0.1469
H 6.41625 0.64474 0.00789 0.1437
H 5.11078 2.46282 1.00937 0.1483
H 2.57441 2.31500 1.07130 0.1137
H -1.82502 -4.55150 0.36917 0.1516
H -4.28078 -0.62905 -0.27571 0.1000
C -0.19349 -3.87928 2.18119 0.0433
C -0.75417 -2.90723 1.19660 -0.4435
C -0.46062 -3.06733 -0.26424 -0.1106
C -0.27494 -1.66571 -0.84484 -0.2391
N -0.08138 0.47388 0.38948 -0.0292
N -0.92627 -1.54183 1.51198 0.1588
C -0.75293 -1.33957 -2.24129 0.0428
H 0.00018 -4.83790 1.71641 0.1112
H -0.87884 -4.02035 3.02717 0.1237
H 0.74597 -3.50322 2.59039 0.1090
H 0.16470 -3.90922 -0.51530 0.1746
H -0.40218 -1.19987 2.31897 0.1771
H -0.01663 -1.62894 -3.00440 0.1404
H -0.95192 -0.27513 -2.34725 0.0205
H -1.68404 -1.88506 -2.47339 0.1274

For the records above, the corresponding max |F| values read 1.4; 2.8; 4.7; 2.1 eV/A.
For the records above, the corresponding energy above the lowest of the compared OMol25 structures with the same formula, charge and spin values read 12.4; 2.1; 77.5; 91.3 kcal/mol.